(1)
ORCA calculation (ωB97M-V/def2-TZVPD) on CH4NO3P in the gas phase at a distorted geometry.

Structure (XYZ):
```
10
Properties=species:S:1:pos:R:3:nbo_charge:R:1
C -0.659 1.236 -0.689 0.218
N 0.622 -1.539 -0.110 -1.182
O 0.780 -0.013 2.202 -1.008
O -1.219 0.290 0.213 -0.773
O 0.700 1.109 -0.313 -0.766
P 0.291 -0.117 0.693 2.356
H -0.814 0.937 -1.730 0.162
H -1.038 2.244 -0.509 0.171
H 1.475 -1.945 0.254 0.411
H -0.138 -2.201 -0.012 0.411
```

As for the relative energy (zero: lowest compared OMol25 entry of this formula, charge and spin): 9.95 kJ/mol. As for the net charge: 0. For the LUMO energy, the calculation gives 0.02562 Eh. Its HOMO-LUMO gap is 11.166 eV.

***

(2)
ORCA calculation (ωB97M-V/def2-TZVPD) on a molecular structure, C23H43BClF2N10NbO6P3 at a distorted geometry.

Structure (XYZ):
```
90
Properties=species:S:1:pos:R:3:mulliken_charge:R:1
C 0.450 -3.289 0.467 -1.060
C 1.076 -3.383 -0.917 -0.441
P 0.573 -2.208 -2.259 -0.155
C 2.040 -1.074 -2.362 -0.846
Nb -1.328 -0.569 -1.920 -0.340
O -2.098 -0.811 -3.757 -0.699
P -0.557 0.044 0.475 0.265
O 0.934 0.277 0.607 -0.636
B -2.677 -2.303 -1.128 1.389
O -2.890 -2.425 0.259 -0.674
N -3.371 -3.253 -2.014 -0.168
C -4.621 -3.780 -1.475 -1.151
C -2.503 -4.342 -2.437 -0.796
N -0.188 1.178 -2.721 0.088
C 0.076 2.196 -1.808 0.331
O 1.154 2.522 -1.419 -0.492
F -1.008 2.851 -1.329 -0.199
C -0.645 1.632 -3.945 0.560
O -0.304 1.245 -5.022 -0.587
F -1.545 2.643 -3.849 -0.270
P -3.465 0.747 -1.392 0.501
O -4.735 0.119 -2.214 -0.505
Cl -4.108 0.523 0.608 -0.374
H 0.691 -4.210 1.008 0.554
H 0.894 -2.487 1.052 0.103
H -0.630 -3.184 0.497 0.080
H 0.921 -4.392 -1.300 0.285
H 2.157 -3.310 -0.817 0.412
H 2.043 -0.663 -3.367 0.374
H 2.009 -0.300 -1.601 0.300
H 2.900 -1.732 -2.268 0.328
H -1.548 -1.452 -4.226 0.232
H -1.264 1.169 0.981 0.005
H -0.988 -0.980 1.343 -0.005
H -3.678 -1.957 0.565 0.297
H -5.071 -3.109 -0.744 0.363
H -4.498 -4.754 -0.992 0.356
H -5.354 -3.903 -2.278 0.327
H -1.531 -3.972 -2.756 0.126
H -2.351 -5.076 -1.635 0.349
H -2.946 -4.875 -3.284 0.317
H -4.953 -0.771 -1.909 0.345
C -5.289 4.223 -0.947 -0.389
C -6.186 4.090 0.190 0.373
N -6.890 3.985 1.096 -0.485
H -4.409 3.594 -0.809 -0.134
H -5.797 3.914 -1.859 0.336
H -4.977 5.261 -1.044 0.314
C 1.371 4.522 1.191 -0.487
C 1.963 5.131 2.373 0.199
N 2.432 5.647 3.291 -0.491
H 0.835 3.615 1.464 0.209
H 0.676 5.218 0.725 0.295
H 2.146 4.258 0.475 0.303
C 2.308 -2.490 4.636 -0.898
C 1.004 -2.427 3.994 0.383
N -0.013 -2.377 3.457 -0.366
H 2.204 -2.350 5.708 0.311
H 2.760 -3.461 4.438 0.290
H 2.950 -1.706 4.242 0.291
C 1.534 8.477 1.440 -0.589
C 0.474 9.398 1.058 0.279
N -0.364 10.128 0.755 -0.391
H 1.235 7.897 2.311 0.179
H 1.748 7.796 0.618 0.190
H 2.437 9.034 1.683 0.298
C 2.298 -7.221 -3.905 -0.846
C 2.717 -6.050 -3.150 0.412
N 3.048 -5.118 -2.560 -0.361
H 3.033 -8.015 -3.793 0.287
H 1.335 -7.570 -3.539 0.270
H 2.207 -6.964 -4.958 0.266
C 5.762 -2.501 7.366 -0.785
C 4.790 -1.483 6.995 0.398
N 4.021 -0.678 6.703 -0.389
H 5.438 -3.008 8.272 0.262
H 5.857 -3.230 6.563 0.259
H 6.731 -2.039 7.542 0.287
C -4.403 5.642 3.156 -0.384
C -3.220 5.069 3.782 0.289
N -2.285 4.616 4.279 -0.392
H -4.125 6.538 2.603 0.253
H -4.854 4.925 2.473 -0.052
H -5.131 5.907 3.919 0.269
C 6.345 -1.508 -3.234 -0.825
C 5.128 -1.377 -4.020 0.408
N 4.139 -1.271 -4.599 -0.374
H 6.120 -1.333 -2.183 0.274
H 6.753 -2.510 -3.350 0.267
H 7.081 -0.780 -3.568 0.304
```

As for the net charge: -1. For the LUMO energy, the calculation gives 0.06377 Eh. Its HOMO-LUMO gap is 6.650 eV.

***

(3)
ORCA calculation (ωB97M-V/def2-TZVPD) on a molecular structure, C3H3CoO2 at a distorted geometry.

Structure (XYZ):
```
9
Properties=species:S:1:pos:R:3:nbo_charge:R:1
O 0.931 -0.299 -0.628 -0.625
C -0.679 0.269 1.264 0.462
C 0.389 0.946 -1.166 -0.038
C -0.056 0.563 0.134 0.092
H -1.556 -0.996 1.865 0.619
H -0.267 0.803 -2.030 0.279
H 1.158 1.713 -1.287 0.292
O -0.512 -1.095 1.590 -0.822
Co 0.592 -1.904 0.258 1.741
```

Its spin multiplicity is 5. As for the relative energy (zero: lowest compared OMol25 entry of this formula, charge and spin): 369.55 kJ/mol. As for the net charge: +2. For the LUMO energy (spin up / spin down), the calculation gives -0.42415 / -0.47399 Eh. Its HOMO-LUMO gap (spin up / spin down) is 9.077 / 7.327 eV.

***

(4)
ORCA calculation (ωB97M-V/def2-TZVPD) on 2 unconnected molecules or ions with the total composition C3H11N3 at a distorted geometry.

Structure (XYZ):
```
17
Properties=species:S:1:pos:R:3:nbo_charge:R:1
C 1.642 -2.541 2.329 -0.566
C 0.737 -1.984 1.566 0.033
N -0.089 -2.874 0.799 -0.828
H 2.313 -3.250 1.747 0.200
H 2.085 -2.079 3.189 0.204
H 0.565 -0.908 1.344 0.215
H 0.323 -3.780 0.505 0.370
H -0.683 -2.588 0.041 0.371
N -1.501 2.851 -2.217 -0.865
C -1.048 2.112 -1.108 -0.068
N 0.412 1.862 -0.685 -0.822
H -1.879 3.703 -2.105 0.367
H -1.085 2.724 -3.144 0.370
H -1.516 2.479 -0.133 0.189
H -1.529 1.065 -1.279 0.153
H 0.863 1.427 -1.435 0.338
H 0.798 2.813 -0.725 0.339
```

As for the relative energy (zero: lowest compared OMol25 entry of this formula, charge and spin): 306.72 kJ/mol. As for the SMILES: C=CN.NCN. As for the net charge: 0. For the LUMO energy, the calculation gives 0.03552 Eh. Its HOMO-LUMO gap is 8.816 eV.

***

(5)
ORCA calculation (ωB97M-V/def2-TZVPD) on a molecular structure, C3H7N5 at a distorted geometry.

Structure (XYZ):
```
15
Properties=species:S:1:pos:R:3:nbo_charge:R:1
C -1.916 -0.038 0.769 -0.487
C 0.262 1.298 -0.568 0.167
C 1.933 -0.073 -0.007 0.489
H -2.241 -1.349 1.292 0.229
H -2.976 0.943 0.520 0.217
H -0.906 0.304 1.615 0.226
H -2.000 0.081 -0.930 0.372
H -0.441 2.235 -0.629 0.226
H 3.225 -1.208 0.504 0.327
H 0.907 -2.105 -0.934 0.401
N -1.298 -0.460 -0.450 -0.518
N -0.082 -0.065 -0.950 -0.141
N 1.454 1.391 0.038 -0.403
N 3.080 -0.271 0.399 -0.713
N 1.000 -0.683 -0.669 -0.393
```

As for the relative energy (zero: lowest compared OMol25 entry of this formula, charge and spin): 982.28 kJ/mol. As for the net charge: 0. For the LUMO energy, the calculation gives -0.01099 Eh. Its HOMO-LUMO gap is 8.122 eV.

***

(6)
ORCA calculation (ωB97M-V/def2-TZVPD) on C3H2Cl3N3O2S in the gas phase at a distorted geometry.

Structure (XYZ):
```
14
Properties=species:S:1:pos:R:3:nbo_charge:R:1
O 2.318 1.865 0.125 -0.573
C 1.667 0.917 -0.056 0.774
N 1.643 -0.318 0.677 -0.685
C 1.036 -1.382 0.149 0.863
O 1.000 -2.543 0.306 -0.491
N 0.210 -0.449 -1.149 -0.522
S -1.488 -0.720 -1.242 0.521
C -2.322 -0.021 0.207 -0.307
Cl -2.136 -0.808 1.967 -0.059
Cl -1.604 1.618 0.533 -0.009
Cl -3.982 0.120 -0.298 0.082
N 0.815 0.749 -1.023 -0.460
H 2.068 -0.482 1.590 0.441
H 0.774 1.457 -1.785 0.423
```

As for the relative energy (zero: lowest compared OMol25 entry of this formula, charge and spin): 94.08 kJ/mol. As for the SMILES: O=c1[nH]c(=O)n(SC(Cl)(Cl)Cl)[nH]1. As for the net charge: 0. For the LUMO energy, the calculation gives -0.00621 Eh. Its HOMO-LUMO gap is 9.308 eV.

***

(7)
ORCA calculation (ωB97M-V/def2-TZVPD) on a molecular structure, C6H10S2 at a distorted geometry.

Structure (XYZ):
```
18
Properties=species:S:1:pos:R:3:nbo_charge:R:1
C -1.426 -1.457 -0.167 -0.605
C -0.387 -0.498 -0.518 -0.312
C -0.757 0.850 0.148 -0.422
C 0.119 2.104 0.011 -0.551
C 2.258 0.107 0.017 -0.262
C 1.003 -0.850 0.181 -0.463
H -1.553 -2.168 -1.230 0.243
H -0.998 -2.078 1.019 0.219
H -2.662 -0.978 0.100 0.232
H -0.202 -0.532 -1.562 0.218
H -1.887 1.108 0.046 0.226
H -0.822 0.376 1.181 0.202
H -0.034 3.033 0.758 0.258
H -0.395 2.488 -0.999 0.238
H 0.698 -0.622 1.293 0.221
H 1.295 -1.903 0.011 0.253
S 1.959 1.777 -0.210 0.390
S 3.791 -0.756 -0.079 -0.083
```

As for the relative energy (zero: lowest compared OMol25 entry of this formula, charge and spin): 402.97 kJ/mol. As for the net charge: 0. For the LUMO energy, the calculation gives -0.01004 Eh. Its HOMO-LUMO gap is 8.159 eV.

***

(8)
ORCA calculation (ωB97M-V/def2-TZVPD) on a molecular structure, C12H4Br2NO5RuS at a distorted geometry.

Structure (XYZ):
```
26
Properties=species:S:1:pos:R:3:nbo_charge:R:1
Ru 0.002 -0.401 -2.023 1.379
O 1.958 -3.726 -1.685 -0.601
C 1.330 -2.640 -1.976 0.715
O 1.824 -1.431 -2.135 -0.674
C -1.329 -2.633 -1.978 0.709
O -1.964 -3.716 -1.688 -0.601
O -1.817 -1.422 -2.137 -0.617
Br -0.003 4.703 -1.680 0.137
C -0.002 3.401 -0.368 -0.169
C -0.002 3.758 0.989 -0.221
C -0.001 2.798 1.973 -0.117
Br -0.002 3.341 3.753 0.104
C 0.000 1.401 1.648 -0.036
C 0.001 0.336 2.564 -0.099
C 0.002 -0.956 2.096 -0.254
C 0.003 -1.207 0.721 0.092
N 0.002 -0.205 -0.154 -0.344
C 0.000 1.079 0.297 0.064
C -0.001 2.048 -0.736 0.351
O -0.001 1.608 -1.958 -0.668
H -0.003 4.804 1.259 0.249
H 0.001 0.539 3.626 0.242
H 0.003 -1.795 2.776 0.245
H 0.004 -2.209 0.306 0.248
S -0.004 -4.575 -1.532 0.602
C 0.000 -2.902 -1.958 -0.736
```

Its spin multiplicity is 2. As for the relative energy (zero: lowest compared OMol25 entry of this formula, charge and spin): 361.51 kJ/mol. As for the net charge: 0. For the LUMO energy (spin up / spin down), the calculation gives -0.09514 / -0.08287 Eh. Its HOMO-LUMO gap (spin up / spin down) is 5.647 / 6.047 eV.

***

- What is the net charge in the second record?
  -1

***

- The highest net charge belongs to which entry?
  C3H3CoO2

***

- Number 4 is which compound?
  C3H11N3